<P>
A cluster of 2 separate species, C2H4INO2 in total, computed with ωB97M-V/def2-TZVPD.

Geometry as ORCA input:
```
! wB97M-V def2-TZVPD RIJCOSX def2/J DEFGRID3
* xyz 0 1
C 0.5161 -0.3139 1.0693
C -1.2048 0.2088 -0.9150
N 1.4247 -0.0306 0.0632
O 1.7461 -0.8353 -0.7479
O 1.8052 1.1119 0.1303
I -2.9907 0.3916 0.0787
H 0.1608 0.4935 1.7696
H 0.2647 -1.3465 1.2919
H -0.7612 1.0993 -1.2413
H -0.9612 -0.7788 -1.4988
*
```

Output
HOMO (alpha / beta): -8.89 / -9.74 eV

List of natural (NBO) charges in e, atom by atom: number 1, C, carries -0.1501; number 2, C, carries -0.5459; number 3, N, carries 0.4472; number 4, O, carries -0.3937; number 5, O, carries -0.4079; number 6, I, carries 0.2089; number 7, H, carries 0.2238; number 8, H, carries 0.2011; number 9, H, carries 0.1846; number 10, H, carries 0.2319

---

<Q>
A cluster of 2 separate species, C2H4INO2 in total, computed with ωB97M-V/def2-TZVPD.

Geometry as ORCA input:
```
! wB97M-V def2-TZVPD RIJCOSX def2/J DEFGRID3
* xyz 0 1
C 1.1886 1.2618 0.8247
C 1.2678 0.0307 0.3584
I 1.3100 -1.7439 1.4678
H 1.2357 2.2437 0.2560
H 1.0288 1.4532 1.8681
H 1.2460 -0.1885 -0.6620
O -1.4064 -0.2910 -2.3653
N -1.8275 -1.1195 -1.6661
O -1.7707 -0.5664 -0.4048
H -2.2723 -1.0801 0.3231
*
```

Output
Structure (SMILES): C=CI.O=NO
HOMO: -9.24 eV

List of natural (NBO) charges in e, atom by atom: number 1, C, carries -0.4019; number 2, C, carries -0.3357; number 3, I, carries 0.1123; number 4, H, carries 0.2220; number 5, H, carries 0.1981; number 6, H, carries 0.2022; number 7, O, carries -0.2725; number 8, N, carries 0.3671; number 9, O, carries -0.5767; number 10, H, carries 0.4850

---

If you had to bet on the most stable structure above, which would it be? Bet on <Q>.